ORCA calculation (ωB97M-V/def2-TZVPD) on C30H30AlO4PSSe2Te2 as an isolated structure.

Results
largest force on an atom	2.55	eV Å⁻¹
relative energy (zero: lowest compared OMol25 entry of this formula, charge and spin)	0.00	kJ/mol
LUMO level	-0.3028	eV
orbital gap	6.71	eV
2S+1	1

Each line ends with the Mulliken charge.
CARTESIAN COORDINATES (ANGSTROEM)
H: 0.971 -1.149 -2.823  0.3375
H: 0.492 1.210 -4.409  0.3485
C: -2.702 1.520 1.320  -0.7874
C: 3.842 -2.024 3.178  -0.2002
H: 1.443 3.054 -3.326  0.3523
H: 0.202 2.139 -1.236  -0.5295
H: -4.762 -1.986 -0.147  0.3755
C: -7.186 0.901 0.895  -0.6747
H: 4.872 -2.771 4.931  0.4126
C: -2.184 2.893 -2.907  -0.6700
H: -1.794 3.891 -2.990  0.4620
H: 5.907 0.347 -2.050  0.4568
Se: 0.322 -0.993 5.109  -0.3416
C: 4.390 -0.370 -0.730  -0.1150
H: 1.859 2.202 -0.671  0.1959
H: 4.187 -1.332 -1.246  0.3365
H: 4.806 -5.493 1.678  0.4239
C: -2.443 2.116 -4.039  -0.4633
H: -3.059 0.282 -4.886  0.3869
C: 4.802 1.953 0.733  -0.5631
H: 4.975 2.878 1.301  0.3916
H: -2.870 2.524 0.972  0.5234
C: -7.677 -0.387 0.814  -0.4735
H: -3.288 1.319 2.211  0.6710
H: -0.435 -0.047 -2.651  -0.3750
H: -2.323 2.616 -4.993  0.3792
C: 5.350 0.546 -1.157  -0.9008
C: 1.227 0.888 -3.683  -0.6468
O: -1.028 0.306 2.486  -0.1103
O: 1.224 0.380 -1.406  -0.1688
H: 3.206 1.231 2.038  0.3589
C: 5.555 1.705 -0.412  -0.4977
Se: -0.473 -3.167 1.730  -0.3313
S: 2.447 -1.325 0.888  0.1005
H: 3.508 -3.897 0.320  0.3872
H: 5.476 -4.929 3.933  0.3843
C: -1.221 1.370 1.708  0.2102
C: 4.903 -4.212 3.351  -0.3384
C: -4.935 0.053 0.281  0.2648
C: 1.191 1.792 -1.494  0.5240
P: -3.109 0.172 0.101  0.0041
O: -0.381 2.208 1.432  -0.6364
C: 1.732 2.073 -2.902  -0.6122
H: 2.009 0.408 -4.262  0.2759
C: -3.136 0.317 -2.648  -0.5084
H: 2.786 2.077 -2.837  0.2718
C: -5.817 1.110 0.649  -0.0241
C: 3.787 -3.631 1.330  -0.4245
C: 3.675 -0.073 0.406  0.6907
C: -2.913 0.821 -3.958  -0.8954
H: -7.213 -2.388 0.305  0.4160
Te: -2.449 -3.383 3.320  -0.1453
H: -3.392 -0.739 -2.502  0.3050
H: -5.461 2.133 0.771  0.2712
C: 3.850 1.053 1.164  -0.1955
Al: 0.033 -1.048 2.731  0.4707
C: 4.599 -2.982 3.913  -0.9134
C: -2.455 2.384 -1.634  -0.1372
C: -6.823 -1.413 0.417  -0.5961
O: 1.562 -0.526 1.878  0.0128
H: -2.237 3.058 -0.833  0.2583
C: -2.962 1.103 -1.499  0.7477
H: -8.692 -0.654 1.040  0.3914
C: 4.498 -4.547 2.081  -0.6601
C: 3.408 -2.380 1.930  0.6919
H: -7.775 1.761 1.084  0.4396
H: 6.261 2.479 -0.702  0.3946
C: 0.649 -0.085 -2.629  0.1043
H: 3.610 -0.991 3.509  0.3463
C: -5.494 -1.216 0.122  -0.3288
Te: -0.927 -3.140 5.600  -0.1110